1.
{
  "formula": "C19H23NO6",
  "method": "the ωB97M-V functional and the def2-TZVPD basis",
  "orbital_gap_ev": 8.107,
  "charge": 0,
  "fmax_ev_per_a": 14.19,
  "e_above_lowest_kj_mol": 1883.5,
  "energy_ev": -33833.9223,
  "species": ["C", "C", "C", "C", "H", "H", "O", "C", "O", "C", "N", "C", "O", "C", "C", "C", "C", "C", "C", "C", "O", "H", "C", "O", "O", "C", "C", "C", "C", "H", "H", "H", "H", "H", "H", "H", "H", "H", "H", "H", "H", "H", "H", "H", "H", "H", "H", "H", "H"],
  "xyz": [[7.136, 2.607, -0.739], [5.842, 2.323, -0.282], [5.856, 1.682, 1.031], [6.313, 0.141, 0.937], [6.215, -0.495, 1.787], [7.238, 0.085, 0.672], [5.460, -0.740, 0.165], [4.346, -1.066, 0.234], [3.803, -0.937, 1.341], [3.754, -1.890, -0.811], [2.226, -1.571, -0.645], [1.378, -2.758, -0.439], [1.883, -4.176, -0.378], [0.147, -2.197, -0.103], [-1.077, -2.918, 0.047], [-2.268, -2.136, 0.431], [-2.090, -0.887, 0.175], [-0.951, -0.157, -0.116], [0.306, -0.792, -0.388], [1.580, -0.506, -0.526], [2.072, 0.508, -0.958], [-0.994, 1.062, -0.178], [-3.339, 0.256, 0.314], [-3.380, 1.386, 0.267], [-4.424, -0.385, 0.347], [-5.558, 0.199, 0.720], [-6.300, 0.217, -0.626], [-7.567, 1.369, -0.543], [-8.798, 0.424, 0.323], [-9.605, 0.998, 0.247], [-8.457, 0.402, 1.205], [-8.932, -0.528, -0.387], [-7.367, 2.187, 0.026], [-7.962, 1.325, -1.543], [-6.547, -0.634, -1.082], [-5.566, 1.144, -1.224], [-5.400, 1.145, 1.034], [-6.261, -0.417, 1.652], [-3.166, -2.504, 0.569], [-1.230, -3.842, 0.411], [4.079, -2.977, -0.597], [3.901, -1.336, -1.511], [4.577, 1.487, 1.465], [6.248, 1.998, 1.814], [5.011, 1.814, -1.077], [5.325, 3.217, -0.148], [7.769, 3.026, -0.044], [7.725, 1.536, -1.049], [7.050, 3.314, -1.822]],
  "forces_ev_per_a": [[3.27, -1.82, -7.63], [-4.91, -1.25, -0.98], [-8.80, -8.47, -4.19], [-6.64, 0.87, 2.97], [0.39, 0.95, 2.12], [5.47, -0.79, -2.76], [11.97, 3.58, -6.37], [-8.21, -2.31, 7.44], [-1.75, 0.24, -0.29], [-4.47, -4.26, 8.10], [4.75, -13.37, 0.43], [6.81, -6.82, 0.96], [-3.19, 9.31, -0.71], [-3.37, -1.08, -1.75], [-0.47, 5.13, 2.19], [6.07, -2.84, -2.77], [-2.12, 9.17, 0.09], [3.65, 3.33, -1.52], [-12.52, -2.72, 4.61], [4.10, 6.19, -3.40], [0.67, 3.19, 0.47], [-0.18, -3.31, 0.15], [3.05, -6.84, -0.55], [2.28, 7.87, -0.04], [0.01, -6.35, 1.45], [-6.15, -3.30, -0.01], [0.65, 11.38, 1.77], [-1.67, -8.91, 0.30], [2.50, -0.71, -9.97], [-3.71, 2.09, -0.10], [2.31, -1.27, 6.75], [0.38, 1.81, 2.30], [0.78, 2.57, 0.88], [0.01, 1.31, -0.27], [-0.71, -3.22, -1.91], [-1.50, -3.74, 0.89], [0.30, 3.02, 1.20], [2.52, 1.43, -2.70], [-4.13, -2.14, 1.10], [0.77, -3.84, 0.16], [-1.18, 1.73, -1.22], [2.72, 4.66, -9.93], [3.76, 0.81, -1.38], [4.13, 3.78, 6.55], [2.70, 0.75, 2.05], [-0.90, 1.93, 0.30], [1.26, 1.40, 1.48], [-1.42, 2.93, 0.49], [0.73, -2.07, 3.25]],
  "mulliken_charge": [-1.10, 0.00, -1.06, -0.92, 0.47, 0.55, -0.39, 0.76, -0.70, -1.09, 0.09, 0.23, -0.64, 0.25, -1.20, -0.63, 0.61, -0.69, 0.26, 0.98, -0.70, 0.25, 0.49, -0.53, -0.17, -0.65, -0.55, -0.88, -1.24, 0.44, 0.48, 0.25, 0.48, 0.40, 0.49, 0.17, 0.52, 0.17, 0.83, 0.53, 0.34, 0.74, 0.22, 0.86, 0.12, 0.37, 0.36, 0.18, 0.26]
}

2.
{
  "formula": "C3H9NO",
  "method": "the ωB97M-V functional and the def2-TZVPD basis",
  "smiles": "C[C@H](N)CO",
  "orbital_gap_ev": 9.580,
  "charge": 0,
  "fmax_ev_per_a": 3.58,
  "e_above_lowest_kj_mol": 186.2,
  "energy_ev": -6793.1257,
  "species": ["C", "O", "C", "C", "N", "H", "H", "H", "H", "H", "H", "H", "H", "H"],
  "xyz": [[0.924, 0.148, 0.696], [1.110, -0.536, 1.921], [-0.248, -0.370, -0.147], [0.070, 0.052, -1.636], [-1.522, 0.105, 0.326], [1.834, -0.101, 0.139], [0.906, 1.232, 0.789], [0.702, 0.099, 2.612], [-0.087, -1.480, -0.089], [-0.724, 0.180, -2.376], [0.279, 1.120, -1.549], [0.595, -0.797, -1.995], [-2.401, -0.420, 0.211], [-1.438, 0.768, 1.097]],
  "forces_ev_per_a": [[0.63, -0.83, -1.10], [-1.61, 2.33, 2.20], [0.02, -0.69, -1.05], [-2.11, 0.44, 1.40], [-0.24, 0.45, 0.50], [-0.15, 0.25, -0.23], [-0.17, 0.24, 0.22], [1.04, -2.01, -1.34], [-0.71, 0.64, 0.06], [-0.97, -0.74, 0.64], [1.78, -0.22, -0.43], [1.95, 0.34, -0.81], [1.18, 0.50, 0.32], [-0.64, -0.71, -0.37]],
  "mulliken_charge": [-0.99, -0.51, 0.52, -1.33, -0.46, 0.31, 0.48, 0.34, 0.20, 0.40, 0.32, 0.36, 0.18, 0.17]
}

3.
{
  "formula": "C9H22BO18PS4",
  "method": "the ωB97M-V functional and the def2-TZVPD basis",
  "smiles": "O=S1(=O)OCCO1.O=S1(=O)OCCO1.O=S1(=O)OCCO1.O=S1(=O)OCCO1.COB(O)P",
  "orbital_gap_ev": 9.411,
  "charge": 0,
  "fmax_ev_per_a": 3.94,
  "energy_ev": -99846.5093,
  "species": ["C", "O", "B", "O", "P", "H", "H", "H", "H", "H", "H", "C", "C", "O", "S", "O", "O", "O", "H", "H", "H", "H", "C", "C", "O", "S", "O", "O", "O", "H", "H", "H", "H", "C", "C", "O", "S", "O", "O", "O", "H", "H", "H", "H", "C", "C", "O", "S", "O", "O", "O", "H", "H", "H", "H"],
  "xyz": [[-1.065, 1.377, 0.731], [-1.404, 1.754, -0.679], [-0.076, 1.807, -1.341], [0.197, 0.707, -2.332], [1.289, 3.127, -0.978], [0.096, 1.299, 0.916], [-1.523, 0.298, 0.947], [-1.579, 2.217, 1.399], [0.066, -0.129, -1.759], [2.380, 2.333, -0.397], [0.760, 3.853, 0.185], [-3.446, -4.224, 1.031], [-3.422, -3.014, 1.961], [-2.046, -2.659, 2.076], [-1.288, -3.015, 0.676], [-1.210, -1.807, -0.115], [-0.138, -3.835, 0.975], [-2.452, -3.964, 0.041], [-3.164, -5.137, 1.565], [-4.423, -4.365, 0.562], [-3.846, -3.235, 2.943], [-3.954, -2.165, 1.517], [-6.207, -7.788, -1.149], [-7.012, -7.555, 0.127], [-6.301, -8.252, 1.149], [-4.708, -8.217, 0.804], [-4.107, -7.139, 1.557], [-4.205, -9.570, 0.829], [-4.838, -7.740, -0.750], [-6.406, -8.781, -1.565], [-6.409, -7.028, -1.908], [-8.036, -7.928, 0.047], [-7.031, -6.493, 0.393], [6.950, 2.794, -2.045], [5.772, 1.982, -2.578], [5.351, 1.173, -1.483], [5.619, 1.982, -0.092], [4.382, 2.616, 0.307], [6.389, 1.134, 0.788], [6.605, 3.128, -0.702], [7.865, 2.193, -2.022], [7.125, 3.701, -2.631], [6.048, 1.360, -3.433], [4.938, 2.634, -2.857], [2.898, 6.238, 0.831], [1.552, 6.951, 0.941], [1.873, 8.333, 1.086], [3.248, 8.647, 0.265], [2.889, 9.188, -1.026], [4.176, 9.297, 1.161], [3.725, 7.102, 0.054], [3.361, 6.118, 1.816], [2.809, 5.261, 0.350], [0.963, 6.601, 1.791], [0.969, 6.835, 0.021]],
  "forces_ev_per_a": [[-0.98, -0.15, 0.77], [3.82, -0.46, 0.32], [-2.10, -2.81, -0.78], [-0.29, 1.06, 3.78], [0.29, 0.23, 0.23], [-2.31, 0.35, -0.24], [0.92, 2.52, -0.47], [1.36, -2.00, -1.13], [-0.13, 1.61, -1.54], [-1.28, 0.56, -0.31], [0.38, -0.93, -0.67], [-0.15, -0.38, 0.86], [-0.72, 0.11, -0.42], [0.71, -0.49, -0.75], [0.24, -0.40, 0.02], [0.23, -1.47, 0.73], [-1.36, 1.43, -0.48], [0.74, 1.09, 0.20], [-0.13, 0.24, -0.11], [0.30, 0.07, -0.11], [0.34, 0.03, -0.09], [-0.03, -0.08, 0.06], [-0.63, -0.35, -0.20], [-0.09, 0.60, -0.36], [0.99, -0.33, -0.37], [0.29, -0.48, 0.13], [-0.57, -1.55, -0.90], [-0.58, 1.99, 0.25], [0.07, 0.10, 1.15], [-0.04, 0.11, 0.03], [0.27, -0.07, 0.19], [0.27, -0.12, 0.18], [-0.07, -0.06, -0.10], [0.34, -0.40, -0.55], [-0.09, 0.69, -0.42], [0.48, 0.30, 1.07], [0.28, -0.26, 0.18], [1.68, -0.71, -0.06], [-1.35, 1.12, -1.01], [-1.00, -0.56, 0.36], [-0.08, 0.05, -0.05], [-0.13, -0.05, 0.31], [-0.07, -0.10, 0.33], [0.12, -0.02, -0.05], [-0.25, -0.34, 0.63], [-0.14, -0.57, -0.49], [1.08, 0.21, -0.12], [0.13, 0.32, -0.20], [0.74, -0.54, 1.69], [-1.26, -0.59, -1.28], [-0.52, 1.01, -0.15], [-0.08, -0.03, -0.07], [0.17, 0.30, -0.09], [0.17, 0.29, -0.03], [0.04, -0.10, 0.08]],
  "mulliken_charge": [-0.23, -0.43, 0.73, -0.58, -0.23, 0.23, -0.06, 0.21, 0.34, 0.10, -0.02, -0.17, -0.28, -0.34, 1.05, -0.47, -0.57, -0.32, 0.27, 0.23, 0.32, 0.27, -0.32, -0.31, -0.31, 1.07, -0.49, -0.55, -0.30, 0.30, 0.31, 0.32, 0.26, -0.32, -0.29, -0.30, 1.03, -0.47, -0.55, -0.30, 0.28, 0.32, 0.32, 0.26, 0.21, -0.41, -0.33, 1.07, -0.53, -0.54, -0.29, 0.26, -0.13, 0.34, 0.37]
}

4.
{
  "formula": "CH2ClOP",
  "method": "the ωB97M-V functional and the def2-TZVPD basis",
  "smiles": "O=C(P)Cl",
  "orbital_gap_ev": 10.000,
  "charge": 0,
  "fmax_ev_per_a": 4.30,
  "e_above_lowest_kj_mol": 96.0,
  "energy_ev": -24926.5847,
  "species": ["C", "O", "P", "Cl", "H", "H"],
  "xyz": [[-0.507, -0.684, 0.108], [-0.811, -1.773, 0.313], [1.069, -0.007, -0.555], [-1.970, 0.877, 0.288], [1.700, 0.152, 0.583], [0.520, 1.435, -0.737]],
  "forces_ev_per_a": [[-0.96, 1.69, 0.09], [-0.44, -0.36, 0.34], [-1.86, 1.96, -3.35], [1.25, -1.55, -0.14], [0.99, 0.40, 2.55], [1.01, -2.15, 0.51]],
  "mulliken_charge": [0.45, -0.26, -0.05, -0.35, 0.08, 0.12]
}

What did the second record say?
{
  "formula": "C3H9NO",
  "method": "the ωB97M-V functional and the def2-TZVPD basis",
  "smiles": "C[C@H](N)CO",
  "orbital_gap_ev": 9.580,
  "charge": 0,
  "fmax_ev_per_a": 3.58,
  "e_above_lowest_kj_mol": 186.2,
  "energy_ev": -6793.1257,
  "species": ["C", "O", "C", "C", "N", "H", "H", "H", "H", "H", "H", "H", "H", "H"],
  "xyz": [[0.924, 0.148, 0.696], [1.110, -0.536, 1.921], [-0.248, -0.370, -0.147], [0.070, 0.052, -1.636], [-1.522, 0.105, 0.326], [1.834, -0.101, 0.139], [0.906, 1.232, 0.789], [0.702, 0.099, 2.612], [-0.087, -1.480, -0.089], [-0.724, 0.180, -2.376], [0.279, 1.120, -1.549], [0.595, -0.797, -1.995], [-2.401, -0.420, 0.211], [-1.438, 0.768, 1.097]],
  "forces_ev_per_a": [[0.63, -0.83, -1.10], [-1.61, 2.33, 2.20], [0.02, -0.69, -1.05], [-2.11, 0.44, 1.40], [-0.24, 0.45, 0.50], [-0.15, 0.25, -0.23], [-0.17, 0.24, 0.22], [1.04, -2.01, -1.34], [-0.71, 0.64, 0.06], [-0.97, -0.74, 0.64], [1.78, -0.22, -0.43], [1.95, 0.34, -0.81], [1.18, 0.50, 0.32], [-0.64, -0.71, -0.37]],
  "mulliken_charge": [-0.99, -0.51, 0.52, -1.33, -0.46, 0.31, 0.48, 0.34, 0.20, 0.40, 0.32, 0.36, 0.18, 0.17]
}